Formula: C42H72F15N2O11
Source: the Open Molecules 2025 dataset
Level of theory: ωB97M-V/def2-TZVPD

The geometry in XYZ format:
```
142
Properties=species:S:1:pos:R:3:forces:R:3
C -4.150 -3.179 1.353 0.1 0.6 0.4
C -2.921 -2.310 1.610 -0.1 -0.2 0.1
C -1.582 -3.053 1.529 -0.6 0.4 -0.2
C -1.517 -4.049 0.371 0.8 0.0 0.5
C -0.054 -4.349 -0.027 -0.6 0.1 -0.3
C 0.320 -3.768 -1.403 0.8 -0.3 0.1
C 1.670 -3.059 -1.419 -0.1 0.5 0.6
C 1.689 -1.957 -0.342 0.0 0.0 -0.5
C 2.508 -0.709 -0.696 0.6 -0.3 0.6
C 3.613 -0.363 0.305 0.0 0.2 0.5
C 3.216 -0.497 1.777 0.1 -0.1 -0.1
C 1.886 0.144 2.093 -0.2 1.5 0.2
C 1.517 -0.056 3.552 0.2 -1.4 -0.6
N 0.196 0.548 3.873 -0.2 0.9 0.7
C 0.127 2.013 3.537 -0.6 0.3 -0.6
C 0.391 2.115 2.046 0.8 0.3 -0.2
C -0.078 3.438 1.425 -0.4 -0.2 0.2
C 0.596 3.802 0.103 0.4 0.4 0.7
O -0.140 4.711 -0.661 0.0 -0.2 0.0
C -0.207 6.030 -0.105 -0.4 -0.1 -0.3
C -1.630 6.314 0.367 0.7 -0.4 0.0
C 1.852 1.687 1.819 0.6 -1.0 0.3
N 2.809 2.284 2.762 -0.3 0.6 -0.5
C 2.873 3.754 2.764 0.6 0.0 1.0
C 3.903 4.211 3.818 0.0 -0.8 -0.4
H -4.163 -4.042 2.010 0.0 -0.3 -0.1
H -5.028 -2.589 1.592 -0.3 0.0 0.0
H -4.228 -3.473 0.317 0.0 -0.3 -0.2
H -3.041 -1.885 2.607 0.1 0.2 0.2
H -2.928 -1.470 0.918 0.0 0.1 -0.2
H -1.414 -3.557 2.479 0.2 -0.2 0.1
H -0.790 -2.311 1.409 0.2 0.1 0.1
H -2.048 -3.643 -0.482 -0.2 0.0 -0.2
H -2.012 -4.954 0.695 -0.3 -0.2 -0.2
H 0.128 -5.416 -0.059 0.0 -0.3 0.1
H 0.577 -3.959 0.765 0.3 0.0 0.0
H -0.417 -3.053 -1.755 -0.3 0.1 0.0
H 0.370 -4.588 -2.112 -0.3 0.0 -0.3
H 2.487 -3.741 -1.195 0.1 -0.2 -0.2
H 1.858 -2.602 -2.383 0.0 -0.1 -0.3
H 0.664 -1.645 -0.158 -0.3 0.0 0.0
H 2.030 -2.427 0.574 0.1 0.2 0.3
H 1.866 0.163 -0.770 -0.3 0.1 -0.3
H 2.985 -0.856 -1.653 0.0 0.1 -0.4
H 4.508 -0.961 0.168 0.1 -0.3 -0.2
H 3.928 0.666 0.144 0.1 0.2 -0.2
H 3.999 -0.063 2.396 0.1 0.1 0.2
H 3.189 -1.545 2.057 -0.1 -0.2 0.1
H 1.110 -0.273 1.459 -0.1 -0.4 -0.1
H 2.274 0.327 4.217 0.0 0.4 0.2
H 1.439 -1.126 3.722 -0.2 -0.2 0.3
H -0.020 0.435 4.865 0.0 -0.2 0.0
H -0.561 0.110 3.346 0.2 -0.3 0.0
H 0.810 2.586 4.147 0.4 -0.2 0.1
H -0.872 2.381 3.745 -0.3 -0.2 0.2
H -0.215 1.331 1.594 -0.1 -0.1 -0.3
H -0.009 4.226 2.167 0.2 0.4 0.0
H -1.141 3.347 1.213 -0.2 -0.1 0.0
H 0.783 2.894 -0.460 -0.2 0.0 -0.5
H 1.570 4.241 0.327 0.3 -0.1 -0.1
H 0.085 6.718 -0.891 0.0 0.1 -0.2
H 0.512 6.139 0.705 0.2 0.0 0.1
H -2.294 5.753 -0.274 -0.3 0.0 -0.2
H -1.875 7.366 0.312 0.0 0.2 0.1
H -1.737 5.942 1.378 -0.3 0.1 0.3
H 2.189 1.818 0.791 -0.3 0.3 -0.2
H 3.738 1.987 2.485 0.0 -0.3 0.1
H 1.915 4.137 3.083 -0.4 0.2 -0.3
H 3.158 4.181 1.805 -0.3 0.0 -0.3
H 4.385 3.319 4.207 0.2 -0.1 0.2
H 3.443 4.703 4.662 0.0 0.3 0.1
H 4.682 4.816 3.372 0.0 0.4 0.1
C 8.088 9.717 2.886 -0.2 0.0 0.3
C 8.432 8.250 2.741 0.2 0.3 -0.4
O 8.163 7.515 3.954 -0.1 -0.1 0.2
C 6.896 7.230 4.204 0.2 0.3 -0.5
O 5.948 7.505 3.523 0.0 -0.2 0.2
C 6.794 6.435 5.515 0.0 -0.2 0.6
F 7.489 7.019 6.502 -0.2 -0.1 -0.3
F 7.282 5.190 5.345 -0.1 0.3 0.0
F 5.519 6.331 5.907 0.3 0.0 -0.1
H 8.618 10.149 3.735 0.1 0.0 -0.1
H 8.365 10.259 1.983 0.0 0.0 0.0
H 7.023 9.861 3.058 0.0 0.0 -0.1
H 9.497 8.131 2.561 0.0 -0.1 0.2
H 7.903 7.789 1.907 -0.2 0.0 0.1
C 4.703 1.902 -2.449 0.0 0.0 -0.3
C 6.063 1.368 -2.052 -0.3 0.2 0.4
O 6.704 0.692 -3.147 0.1 -0.1 -0.2
C 7.234 1.473 -4.085 -0.2 0.3 0.4
O 7.237 2.669 -4.095 0.1 -0.2 -0.1
C 7.890 0.605 -5.172 0.2 -0.2 -0.4
F 7.052 -0.366 -5.581 0.2 0.2 0.1
F 9.001 0.024 -4.688 -0.3 0.1 -0.1
F 8.223 1.346 -6.228 -0.1 -0.2 0.3
H 4.080 1.098 -2.844 0.0 0.0 0.1
H 4.199 2.350 -1.592 0.0 0.0 0.0
H 4.787 2.659 -3.226 0.0 0.1 0.1
H 5.959 0.619 -1.269 0.1 -0.2 -0.1
H 6.713 2.155 -1.669 0.1 0.0 -0.2
C -8.409 -5.803 -1.609 0.5 -0.1 -0.1
C -8.253 -7.088 -0.826 -0.6 0.2 -0.1
O -6.874 -7.517 -0.761 0.3 0.0 0.1
C -6.093 -6.863 0.082 -0.6 0.1 0.0
O -6.406 -5.960 0.805 0.2 -0.1 0.0
C -4.676 -7.458 0.038 0.4 -0.2 0.0
F -4.235 -7.578 -1.225 -0.1 0.0 0.3
F -4.664 -8.677 0.605 0.0 0.3 -0.1
F -3.816 -6.679 0.707 -0.2 -0.2 -0.1
H -7.982 -5.913 -2.607 -0.1 -0.1 0.0
H -9.457 -5.551 -1.699 -0.1 -0.1 0.0
H -7.895 -4.976 -1.123 -0.1 0.0 0.1
H -8.783 -7.896 -1.323 0.2 -0.1 0.0
H -8.660 -6.999 0.181 0.2 0.1 0.1
C -13.927 -4.738 2.233 0.3 0.2 0.0
C -14.242 -5.006 0.777 -0.3 -0.3 0.4
O -13.513 -4.121 -0.100 0.2 0.1 -0.1
C -12.233 -4.400 -0.286 -0.3 -0.4 0.3
O -11.620 -5.315 0.187 0.1 0.2 -0.2
C -11.616 -3.382 -1.258 0.3 0.5 -0.3
F -11.911 -2.120 -0.906 0.1 -0.4 -0.1
F -12.079 -3.584 -2.505 0.1 0.0 0.3
F -10.283 -3.512 -1.281 -0.5 0.2 0.0
H -14.120 -3.693 2.477 -0.1 0.0 0.0
H -14.541 -5.370 2.873 0.0 0.0 0.0
H -12.880 -4.939 2.457 0.0 -0.1 0.0
H -15.293 -4.808 0.579 0.1 0.1 -0.2
H -14.044 -6.042 0.502 0.2 0.0 0.0
C 4.535 -0.863 -7.763 0.0 0.1 0.3
C 3.081 -1.282 -7.801 0.3 -0.1 -0.5
O 2.446 -1.130 -6.513 -0.1 0.1 0.2
C 2.122 0.106 -6.162 0.2 -0.1 -0.6
O 2.287 1.104 -6.800 -0.1 -0.1 0.3
C 1.447 0.087 -4.782 -0.3 0.1 0.5
F 2.167 -0.631 -3.893 -0.2 0.2 -0.3
F 0.222 -0.463 -4.855 0.3 0.1 0.0
F 1.315 1.324 -4.292 0.1 -0.3 -0.2
H 5.071 -1.416 -6.991 0.0 -0.1 -0.1
H 5.007 -1.053 -8.726 0.0 0.0 0.0
H 4.638 0.197 -7.536 0.0 0.0 -0.1
H 3.003 -2.341 -8.038 -0.1 0.0 0.2
H 2.519 -0.733 -8.555 0.0 0.1 0.1
```
Forces are in eV/Å.

Its spin multiplicity is 1. The calculation puts the gap between HOMO and LUMO at 9.21 eV. As for the total charge: +1. The calculation puts the calculated total energy at -110982.579 eV.

***

Formula: C19H22N8OOsSSe4
Source: the Open Molecules 2025 dataset
Level of theory: ωB97M-V/def2-TZVPD

The geometry in XYZ format:
```
56
Properties=species:S:1:pos:R:3:forces:R:3
Os 0.950 0.798 1.460 0.1 -0.3 0.2
N 3.312 -1.820 0.950 -0.1 0.0 0.1
C 3.874 -0.629 1.130 0.0 0.0 -0.1
N 5.198 -0.611 1.157 -0.1 0.0 0.0
C 5.787 0.571 1.273 0.0 0.1 0.0
N 7.107 0.633 1.311 0.0 -0.1 0.0
N 5.110 1.752 1.357 -0.3 -0.1 0.0
C 3.816 1.653 1.335 0.2 0.1 0.0
N 3.083 0.502 1.238 0.2 0.0 0.0
C 3.048 2.919 1.403 0.1 0.0 0.0
C 3.690 4.142 1.440 -0.1 -0.1 0.0
C 2.925 5.298 1.469 0.0 -0.1 0.0
C 1.547 5.180 1.455 -0.1 -0.1 0.0
C 0.975 3.922 1.421 -0.1 0.0 0.0
N 1.707 2.799 1.398 0.0 0.1 0.0
H 3.939 -2.609 0.944 0.0 0.0 0.0
H 2.324 -1.971 1.092 0.1 0.0 -0.1
H 7.653 -0.211 1.235 0.0 0.1 0.0
H 7.566 1.525 1.392 0.0 0.0 0.0
H 4.768 4.163 1.441 0.0 0.0 0.0
H 3.398 6.268 1.497 0.0 0.1 0.0
H 0.905 6.048 1.474 0.0 0.0 0.0
H -0.100 3.801 1.425 0.1 0.0 0.0
Se -1.339 1.542 1.259 0.0 0.1 0.0
Se -2.476 0.646 3.058 -0.1 -0.1 -0.1
Se -0.924 -0.022 4.666 -0.1 0.0 0.2
Se 1.128 0.644 4.064 0.0 0.1 -0.2
C -4.788 -2.672 -0.500 0.0 0.0 0.0
C -4.076 -2.081 0.711 0.0 0.1 0.0
C -2.679 -2.651 0.911 0.1 -0.1 0.0
N -1.802 -2.228 -0.188 0.0 -0.1 -0.1
C -0.646 -1.633 -0.116 0.1 -0.1 0.1
S 0.201 -1.452 1.422 0.0 0.2 -0.1
N 0.009 -1.224 -1.219 0.1 0.2 0.0
C -0.353 -1.362 -2.616 -0.1 -0.1 0.0
O 0.528 -1.658 -3.367 0.1 0.1 0.0
C -1.753 -1.099 -3.004 0.0 -0.1 0.0
C -2.550 -0.184 -2.314 0.1 0.1 0.0
C -3.832 0.077 -2.761 0.0 0.0 0.0
C -4.322 -0.585 -3.882 0.0 0.0 0.0
C -3.530 -1.497 -4.567 0.0 0.0 0.1
C -2.238 -1.750 -4.138 -0.1 0.1 0.1
H -5.815 -2.322 -0.555 -0.1 0.0 0.0
H -4.812 -3.759 -0.447 0.0 -0.1 0.0
H -4.314 -2.384 -1.438 0.1 0.0 -0.1
H -4.645 -2.284 1.618 0.0 0.0 0.0
H -4.008 -0.992 0.614 0.0 0.0 0.1
H -2.703 -3.743 0.897 0.0 0.0 0.1
H -2.223 -2.329 1.846 -0.1 0.0 0.0
H -2.183 -2.387 -1.117 0.0 0.0 0.0
H 1.003 -1.055 -1.100 -0.2 -0.1 0.0
H -2.153 0.343 -1.450 -0.1 -0.1 -0.1
H -4.450 0.797 -2.247 -0.1 0.1 0.0
H -5.324 -0.382 -4.227 -0.1 0.0 0.0
H -3.914 -2.000 -5.440 0.0 0.0 -0.1
H -1.598 -2.438 -4.670 0.1 -0.1 0.0
```
Forces are in eV/Å.

Its spin multiplicity is 5. The calculation puts the gap between HOMO and LUMO (spin up / spin down) at 7.31 / 6.24 eV. As for the total charge: +2. The calculation puts the calculated total energy at -308705.797 eV.

***

Formula: C5H10O2
Source: the Open Molecules 2025 dataset
Level of theory: ωB97M-V/def2-TZVPD

The geometry in XYZ format:
```
17
Properties=species:S:1:pos:R:3:forces:R:3
C 2.194 1.026 -0.482 0.3 0.0 0.0
O 0.792 1.071 -0.309 -0.1 0.0 0.0
C 0.103 0.074 -0.931 -0.2 -0.2 -0.1
C 0.092 -1.928 1.433 0.0 -0.3 0.0
O -0.072 -3.105 1.234 0.1 0.6 0.1
C -1.214 -0.071 -0.788 0.2 0.0 0.0
C -2.077 0.834 0.043 0.0 0.1 0.0
H 2.634 0.160 0.031 -0.1 0.1 -0.1
H 2.468 0.987 -1.545 -0.1 0.0 0.2
H 2.596 1.942 -0.044 0.0 -0.1 -0.1
H 0.700 -0.593 -1.556 -0.1 0.1 0.1
H -0.710 -1.266 1.811 0.0 -0.1 0.0
H 1.071 -1.431 1.269 -0.1 -0.1 0.0
H -1.680 -0.901 -1.313 0.1 0.1 0.1
H -3.054 0.982 -0.428 0.1 0.0 0.1
H -2.263 0.417 1.042 0.0 0.0 -0.1
H -1.603 1.810 0.175 -0.1 -0.1 0.0
```
Forces are in eV/Å.

Its spin multiplicity is 1. Its SMILES is C/C=C\OC.C=O. The calculation puts the gap between HOMO and LUMO at 9.63 eV. As for the total charge: 0. The calculation puts the calculated total energy at -9440.117 eV.